17
Properties=species:S:1:pos:R:3:lowdin_charge:R:1 method="wB97M-V/def2-TZVPD" molar_mass_g_mol=191.64 smiles="O=S1(=O)C(Cl)=CN=C1C1CC1" e_above_lowest_kj_mol=204.5 charge=0 homo_energy_ev=-9.595 homo_lumo_gap_ev=9.047 total_energy_ha=-1295.71064
C 1.94 2.68 0.76 -0.14
C 3.02 2.58 -0.03 -0.82
C 1.09 0.87 -0.44 -0.30
C -0.02 -1.29 0.37 -0.07
C -1.15 -0.44 -0.16 -0.09
C 0.19 -0.24 -0.76 -0.25
N 0.85 1.71 0.48 0.09
O 3.72 0.17 -1.12 -0.28
O 2.59 1.89 -2.51 -0.30
S 2.75 1.22 -1.24 0.71
Cl 4.39 3.49 -0.05 0.77
H 1.61 3.45 1.51 0.13
H 0.49 -1.24 1.39 0.14
H -0.11 -2.30 -0.03 0.09
H -1.90 -0.86 -0.74 0.10
H -1.20 0.26 0.52 0.04
H 0.37 -0.54 -1.82 0.16



16
Properties=species:S:1:pos:R:3:mulliken_spin:R:1 method="wB97M-V/def2-TZVPD" molar_mass_g_mol=267.32 e_above_lowest_kj_mol=0.0 multiplicity=2 charge=+2 homo_energy_ev="-14.394 / -15.742" homo_lumo_gap_ev="7.250 / 7.599" total_energy_ha=-602.24917
C 1.50 -1.66 0.94 0.00
C 0.91 -0.46 1.01 0.00
C -0.57 -0.16 1.01 0.00
H 2.58 -1.74 1.05 0.00
H 0.94 -2.59 0.82 0.00
H 1.50 0.44 1.18 0.00
H -0.88 -0.04 2.07 0.00
C -1.42 -1.20 0.51 0.00
O -2.13 -2.02 0.21 0.00
O -0.01 1.10 -1.84 -0.05
C -0.83 1.60 -0.97 -0.03
C -1.11 1.24 0.30 0.01
Cs 1.15 -1.38 -3.29 -0.02
Mg 1.07 2.37 -3.12 1.09
H -0.80 2.74 -0.71 0.00
H -1.91 1.75 0.83 0.00



14
Properties=species:S:1:pos:R:3:lowdin_charge:R:1 method="wB97M-V/def2-TZVPD" molar_mass_g_mol=116.11 e_above_lowest_kj_mol=268.6 charge=0 homo_energy_ev=-8.096 homo_lumo_gap_ev=7.994 total_energy_ha=-431.82963
C 1.02 -1.21 2.32 -0.19
C 0.50 -0.06 1.78 -0.12
C 0.16 0.35 0.46 -0.11
C -0.07 -0.44 -0.63 -0.10
C -0.55 0.00 -1.93 -0.11
C -1.21 1.16 -2.08 -0.09
H 1.74 -1.29 3.26 0.15
H 0.26 0.78 2.51 0.12
H -0.20 1.45 0.38 0.13
H 0.46 -1.42 -0.74 0.11
H -0.68 -0.79 -2.78 0.14
H -1.79 1.46 -2.94 0.10
F 1.39 -2.17 1.52 0.03
F -1.03 2.18 -1.12 -0.06



18
Properties=species:S:1:pos:R:3:lowdin_charge:R:1 method="wB97M-V/def2-TZVPD" molar_mass_g_mol=180.11 e_above_lowest_kj_mol=21.6 charge=0 homo_energy_ev=-9.219 homo_lumo_gap_ev=8.198 total_energy_ha=-732.80752
C 0.33 -1.51 -0.41 -0.26
C 1.78 2.03 0.34 -0.14
C -2.81 0.07 -0.21 -0.14
C 0.60 -0.14 0.01 0.03
C 1.78 0.60 -0.15 -0.26
C -2.51 1.35 -0.09 -0.31
O -0.63 -2.07 0.05 0.05
O 2.63 2.78 -0.10 0.08
O -2.91 -0.89 0.73 0.05
O 2.81 0.07 -0.83 0.08
F -2.57 2.23 -1.15 0.08
F -2.16 1.94 1.08 0.09
H 1.04 -1.97 -1.18 0.14
H 0.99 2.38 0.85 0.09
H -3.23 -0.11 -1.16 0.13
H -0.30 0.33 0.44 0.09
H -3.03 -1.77 0.47 0.08
H 3.43 0.85 -0.77 0.13